No. 1
Here is a structure of composition C20H24GaN4O4 at a distorted geometry from the OMol25 dataset. Energies are from ωB97M-V/def2-TZVPD.

Structure (XYZ):
```
53
Properties=species:S:1:pos:R:3:mulliken_charge:R:1
Ga -0.529 0.029 0.415 0.57
C -2.395 0.342 2.844 -1.09
N -1.166 -0.394 2.545 0.40
C -0.140 0.016 3.506 -1.11
C -1.390 -1.840 2.626 -0.90
C -2.100 -2.361 1.376 -0.80
N -1.339 -2.021 0.167 0.50
C -2.187 -2.059 -1.029 -1.00
C -0.233 -2.963 -0.035 -1.28
H -2.766 0.086 3.841 0.43
H -3.168 0.121 2.109 0.33
H -2.194 1.412 2.806 0.35
H -0.452 -0.210 4.529 0.41
H 0.026 1.090 3.417 0.35
H 0.801 -0.489 3.292 0.38
H -1.985 -2.092 3.513 0.48
H -0.418 -2.330 2.720 0.40
H -3.091 -1.907 1.302 0.38
H -2.235 -3.446 1.464 0.44
H -2.455 -3.087 -1.289 0.41
H -1.643 -1.610 -1.862 0.31
H -3.102 -1.490 -0.867 0.36
H -0.604 -3.993 -0.070 0.44
H 0.503 -2.873 0.766 0.34
H 0.260 -2.735 -0.980 0.44
N -4.290 5.849 -2.122 -0.45
C -3.681 4.977 -1.698 -0.14
C -2.951 3.875 -1.183 0.47
C -3.592 2.643 -1.057 -0.94
C -2.895 1.559 -0.559 0.41
C -1.560 1.678 -0.187 0.42
C -0.924 2.909 -0.325 -0.24
C -1.614 4.007 -0.812 -0.89
H -4.624 2.540 -1.356 0.47
H -3.403 0.610 -0.462 0.11
H 0.118 3.016 -0.046 0.42
H -1.123 4.965 -0.910 0.47
O 1.426 -0.021 0.818 -0.68
C 1.692 -0.170 -0.422 0.48
O 0.742 -0.322 -1.226 -0.61
C 3.081 -0.199 -0.896 0.19
C 4.147 -0.204 0.006 -0.41
C 5.449 -0.242 -0.461 -0.75
C 5.698 -0.272 -1.824 -0.39
C 4.631 -0.269 -2.715 -0.21
C 3.322 -0.236 -2.269 -0.31
N 4.907 -0.297 -4.146 1.05
O 3.960 -0.378 -4.890 -0.60
O 6.065 -0.235 -4.477 -0.60
H 3.940 -0.188 1.066 0.53
H 6.276 -0.250 0.233 0.43
H 6.704 -0.309 -2.215 0.52
H 2.499 -0.235 -2.969 0.69
```

As for the total charge: +1. Its highest occupied orbital energy is -12.3924 eV. The calculated total energy comes out at -3221.0440 Ha. The calculation puts the energy above the lowest of the compared OMol25 structures with the same formula, charge and spin at 0.0 kJ/mol.

***

No. 2
Here is the molecule C3H5N3O at a distorted geometry from the OMol25 dataset. Energies are from ωB97M-V/def2-TZVPD.

Structure (XYZ):
```
12
Properties=species:S:1:pos:R:3:mulliken_charge:R:1
C -0.251 1.268 1.027 -0.78
C 0.307 -0.489 -1.828 0.15
C 0.006 -1.167 0.643 0.12
H 0.789 1.447 1.433 0.33
H -0.468 2.306 0.469 0.28
H -1.102 1.258 1.891 0.31
H -0.133 -0.005 -2.908 0.28
H 0.176 -1.389 1.793 0.32
N -0.470 0.079 0.075 -0.15
N 0.064 -1.679 -1.506 -0.29
N 0.565 -2.080 -0.131 -0.35
O 0.515 0.451 -0.959 -0.21
```

Its highest occupied orbital energy is -9.8500 eV. The calculated total energy comes out at -356.6187 Ha. The calculation puts the energy above the lowest of the compared OMol25 structures with the same formula, charge and spin at 626.7 kJ/mol.

***

No. 3
Here is a structure of composition C3CoFO3 at a distorted geometry from the OMol25 dataset. Energies are from ωB97M-V/def2-TZVPD.

Structure (XYZ):
```
8
Properties=species:S:1:pos:R:3:mulliken_charge:R:1
C -0.444 -1.816 1.239 0.46
C -0.517 -1.099 0.273 0.56
O -0.549 -0.318 -0.736 -0.63
F -0.352 -2.617 2.258 -0.14
O 1.902 1.500 0.319 -0.23
C 1.136 1.464 -0.551 0.93
O 0.440 1.821 -1.439 -0.44
Co -1.615 1.065 -1.362 0.50
```

As for the total charge: +1. Its highest occupied orbital energy (spin up / spin down) is -12.1532 / -16.1320 eV. The calculated total energy comes out at -1822.1598 Ha. Its multiplicity is 6. The calculation puts the energy above the lowest of the compared OMol25 structures with the same formula, charge and spin at 0.0 kJ/mol.

***

No. 4
Here is a structure of composition C20H14BClF4N6O4Rh from the OMol25 dataset. Energies are from ωB97M-V/def2-TZVPD.

Structure (XYZ):
```
51
Properties=species:S:1:pos:R:3:mulliken_charge:R:1
Rh -1.748 -2.554 0.181 0.87
N 7.712 1.901 -1.232 -0.43
C 6.800 1.243 -1.006 -0.06
C 5.651 0.417 -0.729 0.48
C 5.648 -0.919 -1.117 -0.80
C 4.540 -1.709 -0.858 -0.55
C 3.455 -1.151 -0.202 0.64
C 3.451 0.175 0.200 -0.33
C 4.553 0.966 -0.074 -0.76
N 2.307 -1.971 0.064 0.13
C 2.319 -3.297 0.440 -0.53
C 1.026 -3.681 0.565 -0.89
N 0.229 -2.592 0.266 0.39
C 1.033 -1.583 -0.034 -0.67
H 6.505 -1.332 -1.629 0.46
H 4.513 -2.739 -1.186 0.51
H 2.612 0.578 0.752 0.57
H 4.575 2.002 0.235 0.46
H 3.235 -3.830 0.615 0.49
H 0.617 -4.633 0.843 0.60
H 0.733 -0.604 -0.362 0.70
N -2.066 7.917 -1.339 -0.44
C -2.065 6.829 -0.972 -0.05
C -2.059 5.466 -0.510 0.51
C -1.484 5.159 0.720 -0.83
C -1.466 3.848 1.162 -0.61
C -2.038 2.865 0.370 0.46
C -2.630 3.158 -0.849 -0.15
C -2.631 4.468 -1.295 -0.82
N -2.024 1.504 0.827 0.17
C -2.341 1.060 2.093 -0.31
C -2.239 -0.291 2.065 -1.10
N -1.856 -0.664 0.795 0.59
C -1.736 0.437 0.072 -0.68
H -1.046 5.945 1.319 0.46
H -1.002 3.590 2.105 0.52
H -3.108 2.377 -1.427 0.54
H -3.088 4.724 -2.241 0.47
H -2.642 1.736 2.873 0.50
H -2.429 -1.010 2.844 0.54
H -1.472 0.490 -0.970 0.84
F -3.527 -4.315 1.346 -0.28
B -2.356 -5.028 1.156 0.65
F -1.379 -4.454 1.985 -0.35
F -2.438 -6.357 1.120 -0.24
F -1.821 -4.518 -0.270 -0.51
O -3.882 -2.759 -2.819 -0.52
Cl -3.456 -1.911 -1.797 1.88
O -3.794 -0.555 -1.968 -0.54
O -1.885 -2.004 -1.678 -0.53
O -3.804 -2.395 -0.450 -0.48
```

As for the total charge: +1. Its highest occupied orbital energy is -12.8244 eV. The calculated total energy comes out at -2394.7966 Ha. The calculation puts the energy above the lowest of the compared OMol25 structures with the same formula, charge and spin at 0.0 kJ/mol.

***

No. 5
Here is a structure of composition C8H9ClO3Zr at a distorted geometry from the OMol25 dataset. Energies are from ωB97M-V/def2-TZVPD.

Structure (XYZ):
```
22
Properties=species:S:1:pos:R:3:mulliken_charge:R:1
Cl 0.853 -1.061 2.161 -0.25
C 0.785 -0.110 -1.704 -0.60
C -0.433 0.649 -1.723 -0.48
C -1.371 0.028 -0.816 -1.63
H -0.626 1.567 -2.249 0.52
C -0.801 -1.255 -0.500 1.58
C 0.576 -1.249 -0.884 -0.57
H 1.201 -2.164 -0.851 0.44
H 1.673 0.058 -2.277 0.50
H -2.366 0.278 -0.575 0.84
C -1.520 -2.359 0.201 -1.36
Zr 0.338 0.722 0.545 1.52
C -1.664 1.370 1.788 0.32
O -2.511 1.779 2.455 0.00
C 2.371 0.645 1.944 0.18
O 3.273 0.568 2.721 -0.11
H -2.375 -1.977 0.795 0.35
H -0.911 -2.953 0.925 0.32
H -1.969 -3.102 -0.473 0.35
O 1.656 2.517 -0.403 -0.57
H 2.316 3.029 0.157 0.33
H 1.504 3.021 -1.236 0.31
```

As for the total charge: +2. Its highest occupied orbital energy is -17.5377 eV. The calculated total energy comes out at -1042.6055 Ha.

***

no.,M (g/mol)
1,454.16
2,99.09
3,161.96
4,627.53
5,279.83